Record 1
115
Properties=species:S:1:pos:R:3:forces:R:3 method="wB97M-V/def2-TZVPD" de_lowest_kcal_mol=0.0 energy_ev=-230452.9409 charge=+1 e_homo_ev=-10.9 lumo_ev=-4.233
Sr -27.447 1.140 22.879 -1.6 1.9 1.7
C -27.982 5.097 25.405 0.1 -0.8 0.3
C -28.460 4.625 24.026 -0.6 -0.1 0.1
O -28.668 3.208 23.873 1.5 0.3 -0.6
H -28.741 5.072 26.187 -0.4 -0.3 -0.1
H -27.617 6.124 25.445 0.2 0.0 -0.4
H -27.202 4.409 25.731 0.3 0.2 0.1
H -27.829 5.133 23.297 0.8 -0.6 -0.4
H -29.361 5.205 23.830 -0.9 -0.4 0.0
Br -31.123 8.438 26.335 -0.2 0.2 0.1
C -29.839 8.701 24.890 0.6 0.3 0.9
C -30.435 8.103 23.655 -0.6 -0.5 0.4
Br -29.350 8.355 22.114 0.6 0.0 -0.6
H -28.958 8.196 25.285 -0.1 -0.3 -0.6
H -29.534 9.748 24.874 -0.6 0.0 -0.3
H -31.427 8.470 23.390 0.2 0.3 0.3
H -30.558 7.035 23.839 0.2 0.0 -0.2
C -34.040 0.766 25.023 0.2 0.5 -0.3
C -34.318 -0.071 23.945 1.3 -0.1 -0.8
C -33.352 -0.307 22.940 0.2 0.8 0.7
C -32.068 0.319 23.042 -1.7 -0.5 1.3
C -31.823 1.137 24.172 0.4 0.0 -0.4
C -32.807 1.425 25.126 -0.2 -1.4 -0.8
N -30.995 0.073 22.073 -0.8 0.0 -2.3
O -29.912 0.653 22.271 0.0 -0.7 0.0
O -31.230 -0.554 21.020 0.5 1.1 2.8
H -34.783 0.972 25.779 -0.2 -0.2 0.0
H -35.249 -0.602 23.813 -0.2 0.2 0.3
H -33.703 -0.943 22.140 0.6 0.0 -0.3
H -30.822 1.520 24.301 0.1 0.4 -0.1
H -32.629 2.019 26.010 0.3 0.2 -0.2
C -23.489 6.964 21.372 -1.6 1.4 0.0
C -23.955 8.084 20.658 0.7 0.0 1.3
C -24.794 9.043 21.267 0.1 0.1 -0.1
C -25.257 8.918 22.598 0.8 -2.2 -0.5
C -24.963 7.680 23.232 0.3 1.0 -0.8
C -24.082 6.779 22.617 -0.1 -0.5 0.4
N -26.174 9.839 23.352 0.7 1.6 -4.4
O -26.350 10.960 22.834 0.4 -1.6 1.3
O -26.776 9.365 24.251 -0.9 -0.2 2.0
H -22.806 6.229 20.974 0.1 0.1 -0.1
H -23.549 8.312 19.683 -0.3 0.0 -0.2
H -25.024 9.832 20.566 -0.4 0.5 0.6
H -25.437 7.479 24.181 0.2 -0.2 0.1
H -23.843 5.834 23.082 -0.1 0.0 0.6
C -28.149 5.672 29.507 1.2 -0.3 -0.1
C -28.028 5.667 30.880 -1.7 -0.5 0.7
C -29.108 6.161 31.671 1.8 -0.1 -0.1
C -30.143 6.812 31.059 0.2 1.3 -1.5
C -30.128 7.000 29.651 0.0 -1.1 0.1
C -29.148 6.338 28.869 -2.1 1.3 0.9
N -31.154 7.549 31.906 -0.3 -0.6 0.1
O -30.799 7.926 33.025 -0.6 -0.5 -1.7
O -32.278 7.654 31.410 1.3 0.2 0.8
H -27.397 5.198 28.893 0.2 -0.1 0.1
H -27.200 5.111 31.293 0.0 0.2 0.4
H -29.057 6.163 32.750 0.0 -0.2 0.1
H -30.895 7.538 29.115 -0.1 0.2 0.4
H -29.229 6.378 27.793 0.1 0.1 0.0
C -31.174 2.030 28.885 1.0 0.5 -0.9
C -30.262 2.605 27.958 -1.3 -1.0 0.4
C -29.704 1.819 26.968 1.1 -0.1 -0.4
C -29.927 0.433 26.871 -0.3 0.9 0.6
C -30.786 -0.122 27.827 -0.4 -0.3 0.9
C -31.407 0.662 28.848 1.1 0.3 -1.2
N -29.226 -0.400 25.801 -2.6 -2.9 3.6
O -29.288 -1.643 26.037 0.8 3.3 -1.4
O -28.763 0.131 24.825 0.8 0.0 -0.6
H -31.621 2.705 29.599 -0.1 -0.3 0.3
H -30.043 3.662 27.980 0.0 0.0 0.1
H -28.991 2.328 26.337 0.0 -0.2 -0.6
H -31.014 -1.175 27.904 0.3 -0.2 -0.5
H -31.980 0.198 29.638 -0.2 -0.2 -0.3
C -31.465 4.045 20.777 0.1 -0.5 -0.9
C -32.099 3.542 19.638 -1.1 0.9 0.8
C -33.218 4.229 19.145 0.6 0.4 -0.4
C -33.580 5.469 19.693 0.5 -1.0 -0.3
C -32.918 5.963 20.819 -0.8 -0.1 -0.4
C -31.864 5.244 21.353 -0.1 0.0 0.2
N -34.567 6.301 18.965 -0.7 0.6 -2.6
O -34.900 5.964 17.786 0.9 0.3 3.2
O -34.908 7.361 19.465 0.2 -1.1 0.0
H -30.626 3.439 21.085 0.1 0.3 0.7
H -31.774 2.610 19.200 -0.1 0.0 -0.1
H -33.702 3.853 18.255 -0.2 0.2 0.0
H -33.272 6.861 21.304 0.1 0.2 -0.2
H -31.405 5.683 22.227 0.3 -0.3 0.1
C -28.524 5.252 19.603 -0.5 -0.3 0.8
C -29.194 6.023 18.696 0.1 1.3 -0.9
C -28.502 6.975 17.943 0.4 0.1 0.8
C -27.114 7.126 18.142 -1.7 -1.1 -1.0
C -26.454 6.313 19.054 0.5 0.4 0.3
C -27.175 5.429 19.829 -0.3 -0.5 -0.3
N -26.343 8.034 17.253 -1.7 -1.3 1.3
O -25.367 8.437 17.820 1.7 1.3 -0.6
O -26.761 8.266 16.142 0.5 0.3 0.2
H -29.123 4.597 20.218 0.3 -0.2 0.1
H -30.269 6.011 18.593 -0.1 -0.3 0.1
H -29.110 7.650 17.359 0.5 0.1 -0.5
H -25.392 6.373 19.239 0.0 0.3 -0.3
H -26.716 4.812 20.588 0.4 0.1 0.0
C -23.714 -1.712 28.568 -0.6 -0.1 -0.1
C -23.393 -0.386 28.916 -0.9 -0.5 0.2
C -24.019 0.702 28.323 1.2 -0.9 -0.7
C -24.754 0.380 27.173 -0.4 2.2 0.6
C -25.203 -0.864 26.972 -1.0 -2.3 -2.1
C -24.686 -1.973 27.576 1.2 0.5 2.0
N -25.278 1.434 26.266 0.4 1.0 2.5
O -25.763 1.127 25.179 0.0 0.3 -0.2
O -25.180 2.555 26.750 -0.5 -0.8 -1.7
H -23.335 -2.525 29.170 0.3 -0.1 -0.1
H -22.742 -0.146 29.744 0.1 -0.4 0.1
H -23.741 1.644 28.772 -0.4 0.4 -0.8
H -25.966 -1.104 26.246 0.0 0.6 -0.4
H -25.107 -2.941 27.346 0.3 -0.1 0.2

***

Record 2
98
Properties=species:S:1:pos:R:3:forces:R:3 method="wB97M-V/def2-TZVPD" s_squared=0.7561 energy_ev=-188190.4682 charge=0 e_homo_ev="-6.9 / -7.1" lumo_ev="-0.131 / -1.034" spin_multiplicity=2
Cu 0.365 -0.256 -0.130 0.4 -0.2 -0.3
C -0.268 2.426 -2.350 0.0 -0.1 0.2
C 0.959 2.251 -1.445 -0.3 -0.1 0.0
P 0.281 2.742 0.223 1.1 0.7 0.2
C 1.266 4.326 0.262 -0.3 0.0 -0.1
C 2.652 4.228 0.402 0.0 0.1 0.0
C 3.451 5.348 0.262 0.0 0.0 0.0
C 2.875 6.582 -0.018 0.0 0.0 0.0
C 1.502 6.688 -0.145 0.0 0.1 0.0
C 0.697 5.562 -0.006 0.0 -0.1 0.0
C 0.968 2.145 1.830 -0.1 -0.1 -0.1
C 2.019 1.294 2.144 0.1 0.0 0.0
C 2.333 1.037 3.473 0.0 0.0 0.1
C 1.621 1.633 4.498 0.0 0.0 0.1
C 0.588 2.510 4.197 0.0 0.0 0.0
C 0.268 2.758 2.876 0.0 -0.1 0.0
C -1.279 1.316 -2.120 0.5 0.1 -0.1
P -1.745 0.965 -0.228 -1.6 -0.4 0.0
C -3.081 2.290 -0.228 0.0 0.0 -0.2
C -2.893 3.623 0.141 0.1 0.0 0.0
C -3.937 4.537 0.134 0.0 0.0 0.0
C -5.218 4.141 -0.212 0.0 0.0 0.1
C -5.430 2.823 -0.577 -0.1 0.0 0.0
C -4.375 1.925 -0.602 0.1 -0.1 0.0
C -1.907 0.639 1.678 0.4 0.0 -0.1
C -1.081 -0.360 2.182 -0.1 0.2 -0.1
C -1.101 -0.713 3.518 0.1 -0.1 0.0
C -1.935 -0.029 4.391 0.0 0.0 0.0
C -2.753 0.977 3.908 -0.1 0.0 0.0
C -2.751 1.304 2.557 -0.1 0.0 -0.1
H 0.046 2.412 -3.399 0.0 0.1 0.0
H -0.730 3.403 -2.164 0.0 0.0 -0.1
H 1.753 2.940 -1.720 0.1 -0.1 0.0
H 1.338 1.238 -1.525 0.2 0.0 0.0
H 3.101 3.263 0.600 0.0 0.0 0.0
H 4.525 5.259 0.359 0.0 0.0 0.0
H 3.502 7.456 -0.138 0.0 0.0 0.0
H 1.051 7.647 -0.364 0.0 0.0 0.0
H -0.376 5.651 -0.123 0.0 0.0 0.0
H 2.601 0.836 1.361 0.0 0.0 -0.1
H 3.150 0.365 3.707 0.0 0.0 0.0
H 1.871 1.426 5.531 0.0 0.0 0.0
H 0.032 2.994 4.988 0.0 0.0 0.0
H -0.544 3.438 2.640 0.0 0.0 0.1
H -0.862 0.367 -2.475 0.0 0.0 0.0
H -2.211 1.516 -2.654 -0.1 -0.1 0.2
H -1.923 3.964 0.461 0.1 0.0 0.0
H -3.745 5.566 0.410 0.0 0.0 0.0
H -6.039 4.844 -0.184 0.0 0.0 0.0
H -6.424 2.486 -0.841 0.0 0.0 0.0
H -4.587 0.915 -0.912 0.0 0.0 0.0
H -0.420 -0.884 1.482 -0.1 -0.2 0.5
H -0.478 -1.525 3.872 0.1 0.1 0.0
H -1.944 -0.282 5.443 0.0 0.0 0.0
H -3.405 1.517 4.584 0.0 0.0 0.0
H -3.424 2.071 2.197 0.0 0.1 0.0
Br 0.718 -5.761 -5.981 0.1 0.0 0.1
C 2.038 -5.766 -4.610 -0.1 0.0 -0.1
C 2.198 -6.894 -3.823 -0.1 0.0 -0.1
C 3.137 -6.883 -2.808 0.2 0.2 0.3
C 3.885 -5.736 -2.547 -0.6 0.3 -0.7
C 3.747 -4.627 -3.391 0.1 -0.2 0.1
C 2.828 -4.643 -4.422 0.0 0.0 0.0
N 4.883 -5.791 -1.561 0.6 -0.2 0.4
N 5.153 -4.857 -0.784 0.4 -0.6 0.1
C 4.360 -3.725 -0.601 -0.4 0.8 -0.1
C 5.049 -2.528 -0.436 -0.1 -0.6 -0.2
C 4.404 -1.305 -0.375 -0.3 0.2 0.0
C 3.007 -1.220 -0.407 0.2 0.2 0.0
O 2.368 -0.107 -0.391 0.2 -0.1 -0.1
C 2.271 -2.463 -0.408 0.3 -0.3 0.0
N 0.932 -2.358 -0.254 -0.4 0.1 -0.1
C 0.205 -3.451 -0.185 0.0 0.1 0.0
C 0.774 -4.730 -0.217 0.1 -0.1 0.0
C 2.129 -4.857 -0.367 -0.2 0.0 0.1
C 2.935 -3.709 -0.507 0.0 0.1 0.1
H 1.598 -7.774 -4.010 0.0 0.0 0.0
H 3.287 -7.755 -2.186 0.0 0.0 0.0
H 4.380 -3.763 -3.245 0.0 0.0 0.0
H 2.723 -3.789 -5.077 0.0 0.0 0.0
H 6.130 -2.578 -0.436 0.0 0.0 0.1
H 4.966 -0.384 -0.294 0.0 0.0 0.0
H -0.864 -3.321 -0.065 0.0 0.0 0.0
H 0.146 -5.602 -0.101 0.0 0.0 0.0
H 2.584 -5.836 -0.335 0.0 0.0 0.0
C -3.370 -2.419 0.902 0.0 0.2 0.0
C -3.834 -1.190 0.119 0.0 -0.1 0.0
C -5.018 -1.628 -0.751 0.1 0.1 0.1
C -2.713 -0.578 -0.749 0.0 0.1 0.0
H -4.182 -2.791 1.529 0.0 0.0 0.0
H -2.524 -2.191 1.540 0.1 -0.1 0.1
H -3.086 -3.220 0.214 0.0 0.0 0.0
H -4.179 -0.443 0.840 0.0 0.0 0.0
H -4.726 -2.464 -1.388 0.0 0.0 -0.1
H -5.386 -0.830 -1.399 0.0 0.0 0.0
H -5.841 -1.957 -0.115 -0.1 0.0 -0.1
H -3.119 -0.336 -1.735 0.1 0.0 0.0
H -1.942 -1.337 -0.933 0.0 0.0 0.0

***

Record 3
104
Properties=species:S:1:pos:R:3:forces:R:3 method="wB97M-V/def2-TZVPD" de_lowest_kcal_mol=4.6 energy_ev=-138535.9715 charge=-1 e_homo_ev="-4.0 / -4.0" lumo_ev="1.968 / 1.968"
W -0.601 -1.193 -0.477 0.1 0.2 0.3
C 2.128 2.958 -1.812 0.0 0.0 0.0
C 1.126 3.491 -0.831 -0.1 0.0 0.0
C 1.259 4.819 -0.344 0.0 -0.1 -0.1
C 0.306 5.310 0.486 0.0 0.0 0.0
C -0.791 4.500 0.861 -0.1 0.1 0.0
C -1.825 5.001 1.683 0.1 0.0 0.0
C -2.880 4.191 1.987 0.0 0.0 0.0
C -2.914 2.868 1.518 -0.1 0.1 0.0
C -1.922 2.321 0.725 -0.1 0.1 -0.1
S -2.241 0.648 0.280 0.0 0.0 0.0
C -0.831 3.176 0.356 0.1 -0.1 -0.2
N 0.135 2.712 -0.483 0.0 -0.1 0.0
H 3.048 3.545 -1.803 0.0 0.0 0.0
H 1.704 2.982 -2.817 0.0 0.0 0.0
H 2.364 1.922 -1.581 0.0 0.0 0.0
H 2.111 5.416 -0.644 0.0 0.0 0.0
H 0.366 6.322 0.872 0.0 0.0 0.0
H -1.767 6.021 2.045 0.0 0.0 0.0
H -3.693 4.555 2.602 0.0 0.0 0.0
H -3.747 2.232 1.795 0.0 0.0 0.0
C 5.391 -3.991 2.619 0.0 0.0 0.0
C 4.321 -4.450 1.621 0.0 0.0 0.0
C 4.766 -5.758 0.951 0.0 0.0 0.0
C 3.028 -4.728 2.386 0.0 0.0 0.0
C 4.135 -3.386 0.539 0.1 -0.1 0.0
C 5.223 -3.068 -0.288 0.0 0.0 0.0
C 5.086 -2.204 -1.349 -0.1 0.0 0.0
C 3.838 -1.639 -1.582 0.1 -0.1 0.0
S 3.382 -0.641 -2.911 0.0 0.0 0.0
C 1.777 -0.580 -2.288 -0.1 0.0 0.0
N 1.564 -1.220 -1.150 0.1 -0.1 0.1
C 2.746 -1.896 -0.754 -0.1 0.0 -0.2
C 2.912 -2.782 0.310 0.0 0.0 0.0
C 0.716 0.124 -2.921 0.1 0.0 0.0
C 0.904 0.806 -4.139 0.0 0.0 0.0
C -0.104 1.581 -4.644 0.0 0.0 0.1
C -1.300 1.668 -3.909 0.0 0.0 -0.1
C -1.480 0.970 -2.741 0.1 -0.1 0.0
C -0.481 0.123 -2.183 -0.1 0.3 -0.1
H 5.562 -4.765 3.371 0.0 0.0 0.0
H 5.075 -3.080 3.132 0.0 0.0 0.0
H 6.342 -3.786 2.126 0.0 0.0 0.0
H 4.815 -6.559 1.693 0.0 0.0 0.0
H 5.751 -5.663 0.493 0.0 0.0 0.0
H 4.058 -6.049 0.173 0.0 0.0 0.0
H 3.213 -5.504 3.132 0.0 0.0 0.0
H 2.232 -5.074 1.725 0.0 0.0 0.0
H 2.666 -3.842 2.910 0.0 0.0 0.0
H 6.187 -3.528 -0.111 0.0 0.0 0.0
H 5.920 -1.989 -2.005 0.0 0.0 0.0
H 2.053 -3.034 0.904 0.0 0.0 0.0
H 1.847 0.724 -4.670 0.0 0.0 0.0
H 0.017 2.115 -5.577 0.0 0.0 0.0
H -2.105 2.294 -4.280 0.0 0.0 0.0
H -2.425 1.073 -2.224 0.0 0.0 0.0
S 1.665 -4.370 -2.637 0.1 0.0 0.0
Sb -0.342 -3.443 -2.216 -0.2 -0.1 0.3
S -0.254 -3.464 0.592 0.2 -0.3 0.2
S -1.597 -2.304 1.570 -0.1 0.1 -0.2
S -2.113 -4.622 -2.956 0.0 0.0 -0.1
C -4.173 -1.422 -3.259 0.0 0.0 0.1
C -2.916 -1.526 -2.697 0.0 0.0 0.0
N -2.695 -1.633 -1.376 0.0 0.2 -0.1
C -3.790 -1.731 -0.606 0.0 0.0 -0.1
C -5.084 -1.592 -1.079 0.2 0.0 0.2
C -5.280 -1.405 -2.436 0.0 -0.1 -0.1
C -6.159 -1.581 -0.064 -0.1 0.0 0.0
C -6.839 -0.521 0.373 0.0 0.0 0.0
C -6.612 0.889 0.009 0.0 -0.1 0.0
C -6.977 1.888 0.911 0.0 0.1 -0.1
C -6.676 3.191 0.567 0.0 0.0 0.0
N -6.062 3.507 -0.571 0.0 0.0 0.0
C -5.764 2.481 -1.361 0.0 0.0 0.0
N -6.017 1.196 -1.146 0.0 0.1 0.0
H -4.257 -1.331 -4.332 0.0 0.0 0.0
H -2.048 -1.481 -3.335 0.0 0.0 0.0
H -3.613 -1.889 0.445 0.0 0.0 0.0
H -6.275 -1.253 -2.833 0.0 0.0 0.0
H -6.358 -2.526 0.435 0.0 0.0 -0.1
H -7.546 -0.673 1.181 0.0 0.0 0.0
H -7.460 1.650 1.848 0.0 0.0 0.0
H -6.930 4.012 1.229 0.0 0.0 0.0
H -5.260 2.719 -2.292 0.0 0.0 0.0
C 1.460 -1.325 2.827 0.1 0.0 0.0
P 0.582 -0.162 1.715 -0.1 0.0 -0.4
C -0.558 0.606 2.922 0.1 0.0 0.1
C 1.904 1.132 1.620 -0.1 0.0 0.0
C 3.092 0.845 0.949 0.0 -0.2 0.0
C 4.133 1.758 0.902 0.0 0.1 0.0
C 4.005 2.996 1.514 0.0 0.0 0.0
C 2.829 3.299 2.184 0.0 0.0 0.0
C 1.795 2.375 2.244 0.0 0.0 0.0
H 1.582 -0.842 3.797 0.0 0.0 0.0
H 2.447 -1.544 2.424 0.0 0.0 0.0
H 0.887 -2.245 2.932 0.0 0.0 0.0
H -0.061 0.652 3.893 0.0 0.0 0.0
H -1.456 0.002 2.996 0.0 0.0 0.0
H -0.849 1.607 2.621 0.0 -0.1 0.1
H 3.222 -0.112 0.459 0.0 0.2 0.1
H 5.042 1.501 0.370 0.0 0.0 0.0
H 4.811 3.717 1.469 0.0 0.0 0.0
H 2.707 4.265 2.659 0.0 0.0 0.0
H 0.892 2.653 2.766 0.0 0.0 0.0